[1]
Below is 2 unconnected molecules or ions with the total composition C4H12OS2, with properties calculated with ωB97M-V/def2-TZVPD.

```
19
Properties=species:S:1:pos:R:3:mulliken_charge:R:1
C -0.449 -2.386 -0.311 -0.4167
C 0.289 -2.906 -1.532 -0.9968
C 0.200 -1.196 0.382 -0.7061
S 0.445 0.193 -0.843 -0.1411
S 0.634 1.786 0.410 -0.0773
C 2.418 1.971 0.632 -0.7924
H -1.494 -2.155 -0.491 0.2664
H -0.480 -3.188 0.436 0.3260
H -0.420 -3.272 -2.267 0.2999
H 0.856 -2.130 -2.047 0.2981
H 0.968 -3.707 -1.273 0.2946
H -0.396 -0.739 1.163 0.4575
H 1.214 -1.414 0.691 0.3290
H 2.813 2.898 0.220 0.3150
H 2.627 1.992 1.694 0.2789
H 2.933 1.124 0.198 0.2652
H -3.587 0.359 1.093 0.3136
H -4.897 0.264 1.873 0.3184
O -4.277 0.894 1.498 -0.6323
```

Summary:
charge	0
HOMO level	-8.8	eV
calculated total energy	-1031.20552	hartree
relative energy (zero: lowest compared OMol25 entry of this formula, charge and spin)	32.3	kJ/mol

[2]
Below is 2 unconnected molecules or ions with the total composition C4H12OS2, with properties calculated with ωB97M-V/def2-TZVPD.

```
19
Properties=species:S:1:pos:R:3:mulliken_charge:R:1
C -0.754 -1.192 -0.942 -0.4037
C -1.992 -2.069 -0.721 -1.1410
C -0.019 -0.888 0.352 -0.6111
S 0.993 0.597 0.168 -0.1255
S 2.019 0.719 1.903 -0.0921
C 3.233 -0.607 1.769 -0.7392
H -0.103 -1.618 -1.706 0.3173
H -1.004 -0.246 -1.438 0.3412
H -2.901 -1.463 -0.747 0.2722
H -2.085 -2.857 -1.464 0.3107
H -1.921 -2.570 0.248 0.3541
H -0.665 -0.843 1.226 0.4105
H 0.686 -1.710 0.545 0.2786
H 2.779 -1.580 1.614 0.2410
H 3.911 -0.423 0.932 0.2864
H 3.823 -0.571 2.685 0.3005
H -2.598 5.312 -1.202 0.3215
H -1.229 5.914 -1.634 0.3214
O -2.174 6.097 -1.588 -0.6428
```

Summary:
charge	0
HOMO level	-8.7	eV
calculated total energy	-1031.20655	hartree
relative energy (zero: lowest compared OMol25 entry of this formula, charge and spin)	29.6	kJ/mol

[3]
Below is 2 unconnected molecules or ions with the total composition C4H12P2, with properties calculated with ωB97M-V/def2-TZVPD.

```
18
Properties=species:S:1:pos:R:3:mulliken_charge:R:1
C -1.409 -0.789 0.081 -1.6962
C 0.914 -0.588 1.059 -1.8655
C -0.681 1.368 1.230 -1.5943
C -0.175 0.173 0.348 1.2717
P 0.918 -0.869 -2.396 -0.1532
P 0.729 0.848 -1.156 -0.0490
H -1.854 -0.435 -0.923 0.3024
H -1.042 -1.760 -0.162 0.4252
H -1.948 -0.734 0.925 0.6246
H 1.880 -0.125 1.171 0.4979
H 1.067 -1.446 0.527 0.5264
H 0.770 -0.909 2.176 0.3247
H -1.812 1.503 1.048 0.3280
H -0.486 1.057 2.228 0.3704
H -0.071 2.152 0.890 0.5207
H 1.922 -0.148 -3.343 0.0914
H 2.083 -1.191 -1.771 0.0517
H -0.805 1.893 -1.931 0.0232
```

Summary:
charge	0
HOMO level	-8.5	eV
calculated total energy	-842.16720	hartree
relative energy (zero: lowest compared OMol25 entry of this formula, charge and spin)	306.9	kJ/mol

[4]
Below is 2 unconnected molecules or ions with the total composition C4H12P2S, with properties calculated with ωB97M-V/def2-TZVPD.

```
19
Properties=species:S:1:pos:R:3:mulliken_charge:R:1
C 2.545 1.798 -0.615 -1.0876
C 3.486 -0.825 -0.651 -0.5981
C 0.250 -1.769 1.219 -1.0069
C -4.881 0.380 -0.311 -0.9079
P 2.527 0.194 0.280 0.2000
P 0.248 -0.279 0.113 0.2272
S -0.786 1.081 1.057 -0.3731
H 3.524 2.264 -0.506 0.3689
H 1.786 2.455 -0.191 0.3458
H 2.334 1.634 -1.671 0.3343
H 3.679 -1.832 -0.326 0.2981
H 4.098 -0.442 -1.450 0.2881
H -4.178 0.800 0.394 0.1765
H 0.536 -1.477 2.228 0.3214
H -0.760 -2.179 1.239 0.3474
H 0.939 -2.518 0.833 0.3341
H -4.605 0.682 -1.313 0.2292
H -4.861 -0.701 -0.243 0.2240
H -5.878 0.736 -0.087 0.2784
```

Summary:
charge	0
HOMO level (alpha / beta)	-7.7 / -7.9	eV
calculated total energy	-1240.42913	hartree
relative energy (zero: lowest compared OMol25 entry of this formula, charge and spin)	164.6	kJ/mol

[5]
Below is 2 unconnected molecules or ions with the total composition C4H12S, with properties calculated with ωB97M-V/def2-TZVPD.

```
17
Properties=species:S:1:pos:R:3:mulliken_charge:R:1
C 2.273 -0.528 -1.672 -0.7120
C 3.349 -1.160 -0.671 -0.8599
H 1.210 -0.747 -1.202 0.1264
H 2.564 0.461 -1.717 0.2833
H 2.322 -1.029 -2.517 0.3362
H 3.220 -0.939 0.436 0.2495
H 4.252 -0.734 -0.966 0.2959
H 3.447 -2.284 -0.639 0.2843
C -1.178 0.532 1.377 -0.7639
C -3.833 0.976 0.598 -0.8649
S -2.158 1.565 0.171 -0.0954
H -2.056 0.057 1.904 0.2178
H -0.480 -0.243 1.035 0.2843
H -0.763 1.215 2.000 0.3148
H -3.830 0.038 0.118 0.2856
H -4.510 1.734 0.131 0.2875
H -3.830 1.088 1.615 0.3306
```

Summary:
charge	0
HOMO level	-8.5	eV
calculated total energy	-557.71121	hartree
relative energy (zero: lowest compared OMol25 entry of this formula, charge and spin)	155.4	kJ/mol

[6]
Below is 2 unconnected molecules or ions with the total composition C4H12S, with properties calculated with ωB97M-V/def2-TZVPD.

```
17
Properties=species:S:1:pos:R:3:mulliken_charge:R:1
C -0.517 -2.579 -0.704 -0.5654
C -0.295 -2.288 -2.229 -0.7305
H -0.658 -1.683 -0.104 0.0613
H -1.315 -3.294 -0.456 0.2908
H 0.433 -3.064 -0.428 0.2259
H -1.067 -2.159 -3.010 0.2982
H 0.358 -3.042 -2.639 0.2672
H 0.168 -1.299 -2.161 0.1419
C -0.048 1.373 2.166 -0.9057
S 0.501 0.684 0.597 -0.0121
C 0.013 2.153 -0.356 -0.9325
H 0.099 2.447 2.255 0.2895
H -1.102 1.238 2.292 0.2994
H 0.315 0.836 3.027 0.3267
H 0.354 2.077 -1.454 0.2888
H 0.621 2.968 0.016 0.3533
H -1.079 2.315 -0.507 0.3030
```

Summary:
charge	0
HOMO level	-8.6	eV
calculated total energy	-557.74109	hartree
relative energy (zero: lowest compared OMol25 entry of this formula, charge and spin)	77.0	kJ/mol

[7]
Below is 2 unconnected molecules or ions with the total composition C4H12S, with properties calculated with ωB97M-V/def2-TZVPD.

```
17
Properties=species:S:1:pos:R:3:mulliken_charge:R:1
C -1.812 -1.128 -1.345 -0.6088
C -1.691 -2.531 -0.615 -0.8405
H -2.343 -1.112 -2.315 0.3504
H -2.458 -0.487 -0.722 0.2121
H -0.766 -0.642 -1.424 0.0900
H -1.391 -3.298 -1.337 0.2935
H -2.753 -2.850 -0.349 0.2462
H -1.108 -2.560 0.316 0.2739
C -0.308 1.206 1.569 -1.0196
C 0.628 1.783 0.544 -0.2593
S 1.821 0.474 -0.100 -0.2725
H -0.928 0.327 1.334 0.2397
H 0.213 1.034 2.557 0.3176
H -1.004 2.028 1.784 0.3150
H 1.272 2.667 0.850 0.3158
H -0.019 2.085 -0.396 0.2366
H 1.245 -0.758 0.379 0.1099
```

Summary:
charge	0
HOMO level	-8.9	eV
calculated total energy	-557.74055	hartree
relative energy (zero: lowest compared OMol25 entry of this formula, charge and spin)	78.4	kJ/mol

[8]
Below is 2 unconnected molecules or ions with the total composition C4H12S, with properties calculated with ωB97M-V/def2-TZVPD.

```
17
Properties=species:S:1:pos:R:3:mulliken_charge:R:1
C -1.095 3.066 0.256 -0.7958
C -1.646 1.934 -0.659 -0.7261
H -0.125 3.384 -0.096 0.2704
H -1.833 3.844 0.390 0.2858
H -1.003 2.654 1.254 0.2432
H -2.133 1.186 -0.019 0.2351
H -0.879 1.440 -1.233 0.1962
H -2.483 2.254 -1.266 0.2902
C 0.480 -2.794 1.143 -0.7714
C 2.014 -1.554 -0.754 -0.7201
S 1.849 -1.623 1.038 -0.0619
H -0.402 -2.278 0.778 0.2534
H 0.647 -3.616 0.442 0.2582
H 0.342 -3.144 2.163 0.2998
H 3.087 -1.465 -0.964 0.2941
H 1.476 -0.778 -1.296 0.2171
H 1.704 -2.510 -1.177 0.2316
```

Summary:
charge	0
HOMO level	-8.5	eV
calculated total energy	-557.75605	hartree
relative energy (zero: lowest compared OMol25 entry of this formula, charge and spin)	37.7	kJ/mol

[9]
Below is 2 unconnected molecules or ions with the total composition C4H12S2, with properties calculated with ωB97M-V/def2-TZVPD.

```
18
Properties=species:S:1:pos:R:3:mulliken_charge:R:1
S -1.679 3.535 0.859 -0.1744
S -3.281 2.219 1.173 -0.1757
H -1.531 3.120 -0.404 0.1543
H -3.524 2.625 2.425 0.1582
C -0.120 0.221 0.328 -1.1239
C 0.400 -0.967 -0.473 0.9083
C 1.415 -0.547 -1.531 -1.4488
C 0.988 -2.052 0.424 -1.4788
H -0.900 -0.071 1.028 0.4052
H 0.691 0.668 0.911 0.3231
H -0.497 0.983 -0.352 0.1498
H -0.452 -1.416 -0.994 0.1486
H 1.721 -1.416 -2.116 0.3765
H 2.321 -0.153 -1.060 0.3281
H 1.040 0.222 -2.206 0.3588
H 0.280 -2.327 1.206 0.3671
H 1.237 -2.948 -0.145 0.3862
H 1.892 -1.696 0.928 0.3371
```

Summary:
charge	0
HOMO level	-8.5	eV
calculated total energy	-955.95647	hartree
relative energy (zero: lowest compared OMol25 entry of this formula, charge and spin)	21.0	kJ/mol

[10]
Below is 2 unconnected molecules or ions with the total composition C4H12S2, with properties calculated with ωB97M-V/def2-TZVPD.

```
18
Properties=species:S:1:pos:R:3:mulliken_charge:R:1
C -1.846 -0.541 -3.084 -0.7809
S -0.728 0.447 -2.068 -0.0825
C 0.518 -0.797 -1.579 -0.3939
H -2.628 -0.920 -2.424 0.2648
H -2.406 0.120 -3.742 0.2902
H -1.337 -1.350 -3.590 0.2604
H 0.406 -1.799 -1.979 0.3465
H 0.457 -0.860 -0.496 -0.1416
H 1.480 -0.387 -1.870 0.2662
C 1.332 -0.477 2.773 -0.8093
S 0.278 0.866 3.411 -0.0963
C -0.009 1.820 1.871 -0.6367
H 0.936 -1.036 1.928 0.2187
H 2.265 -0.013 2.462 0.2939
H 1.419 -1.135 3.627 0.3049
H 0.619 1.389 1.098 0.1062
H 0.294 2.840 2.099 0.3199
H -1.050 1.834 1.562 0.2695
```

Summary:
charge	0
HOMO level	-8.4	eV
calculated total energy	-955.93884	hartree
relative energy (zero: lowest compared OMol25 entry of this formula, charge and spin)	67.3	kJ/mol

[11]
Below is 2 unconnected molecules or ions with the total composition C4H12S2, with properties calculated with ωB97M-V/def2-TZVPD.

```
18
Properties=species:S:1:pos:R:3:mulliken_charge:R:1
C -3.954 1.607 1.809 -1.0442
C -3.214 0.339 2.309 -0.4240
S -1.636 0.869 3.087 -0.2073
H -3.658 1.761 0.765 0.3270
H -3.978 2.413 2.511 0.3341
H -5.042 1.382 1.657 0.3063
H -3.892 -0.230 2.980 0.3070
H -3.061 -0.203 1.385 0.2866
H -1.312 1.401 1.915 0.1143
C 3.294 0.081 -2.211 -0.9454
C 3.177 -1.505 -2.266 -0.3459
S 3.594 -2.221 -0.648 -0.2470
H 4.098 0.370 -2.898 0.2724
H 3.783 0.419 -1.276 0.2973
H 2.399 0.596 -2.530 0.2530
H 2.146 -1.753 -2.559 0.3163
H 3.942 -1.835 -2.994 0.2799
H 3.314 -3.489 -1.038 0.1195
```

Summary:
charge	0
HOMO level	-9.0	eV
calculated total energy	-955.92582	hartree
relative energy (zero: lowest compared OMol25 entry of this formula, charge and spin)	101.4	kJ/mol

[12]
Below is 2 unconnected molecules or ions with the total composition C4H12Si2, with properties calculated with ωB97M-V/def2-TZVPD.

```
18
Properties=species:S:1:pos:R:3:mulliken_charge:R:1
C 1.508 0.964 -1.443 -0.5474
C -0.474 -0.596 1.239 -0.7359
C 0.871 0.107 -2.234 -0.2826
C -0.790 0.022 2.384 -0.1547
Si 1.078 -1.747 -2.391 0.3926
Si -2.088 1.378 2.382 0.3858
H 1.275 2.068 -1.471 0.2214
H 2.036 0.817 -0.502 0.2642
H -0.863 -0.395 0.281 0.2629
H 0.275 -1.406 1.341 0.1705
H 0.345 0.471 -3.114 0.3066
H -0.230 -0.149 3.274 0.3813
H 2.028 -2.226 -1.319 -0.1062
H 1.768 -2.186 -3.666 -0.1420
H -0.211 -2.505 -2.220 -0.0953
H -1.214 2.286 1.557 -0.0965
H -1.809 1.888 3.758 -0.1204
H -3.504 1.209 2.143 -0.1043
```

Summary:
charge	0
HOMO level	-9.7	eV
calculated total energy	-738.44846	hartree
relative energy (zero: lowest compared OMol25 entry of this formula, charge and spin)	253.1	kJ/mol